# C10H5ClO2

The molecule C10H5ClO2 (wB97M-V/def2-TZVPD, the OMol25 dataset).

Properties
Largest force on an atom in eV/A: 1.20
HOMO level in eV: -9.8223
LUMO level in eV: -1.0
SMILES: O=C1C=CC(=O)c2cc(Cl)ccc21
DFT total energy in eV: -27067.833

Geometry as ORCA input:
```
! RIJCOSX wB97M-V def2-TZVPD def2/J DEFGRID3
* xyz 0 1
O 1.26 -2.62 -0.73
C 1.18 -1.53 -0.20
C 2.38 -0.83 0.39
C 2.49 0.48 0.23
C 1.39 1.23 -0.49
O 1.59 2.18 -1.21
C 0.01 0.65 -0.26
C -1.10 1.44 -0.18
C -2.31 0.85 0.07
Cl -3.73 1.86 0.16
C -2.43 -0.50 0.22
C -1.32 -1.30 0.13
C -0.10 -0.73 -0.11
H 3.15 -1.37 0.93
H 3.34 1.00 0.66
H -1.00 2.52 -0.32
H -3.40 -0.95 0.43
H -1.38 -2.38 0.26
*
```